No. 1
ORCA calculation (wB97M-V/def2-TZVPD) on a structure of composition C11H24ClNdO4P2 in a non-equilibrium geometry.

XYZ file:
```
43
Properties=species:S:1:pos:R:3:lowdin_charge:R:1
C -2.362 3.985 -0.172 0.092
C -1.739 2.654 0.191 -0.040
H -2.856 4.351 0.746 0.152
H -3.030 3.782 -1.034 0.140
H -1.514 4.610 -0.579 0.155
O -1.476 1.872 1.062 0.119
Cl -0.240 2.049 -2.835 -0.008
Nd -0.133 0.675 -0.859 1.064
P -2.312 -1.248 -0.339 0.739
C -2.966 -2.541 0.789 -0.217
C -3.919 -0.387 -0.669 -0.263
H -4.572 -1.216 -0.957 0.053
H -3.297 -2.726 -1.950 0.073
H -3.830 0.351 -1.463 0.040
H -2.027 -1.697 -2.769 0.069
H -3.014 -2.142 1.787 0.045
H -4.271 0.077 0.244 0.044
C -2.278 -2.280 -1.849 -0.257
H -3.953 -2.791 0.436 0.057
H -1.526 -3.092 -1.744 0.067
H -2.322 -3.407 0.754 0.060
P 2.297 1.189 0.684 0.725
C 3.202 0.658 2.198 -0.225
C 3.631 0.811 -0.505 -0.257
H 2.170 3.539 0.015 0.039
H 3.692 3.079 0.864 0.057
H 2.179 3.337 1.786 0.051
C 2.601 2.988 0.848 -0.268
H 3.377 1.133 -1.540 0.065
H 4.524 1.373 -0.147 0.071
H 4.066 1.326 2.305 0.069
H 3.534 -0.379 2.093 0.058
H 3.855 -0.275 -0.521 0.062
H 2.534 0.759 3.056 0.047
C -0.228 -0.273 1.617 -0.163
O -0.299 -0.472 2.762 0.131
C 2.047 -3.193 -0.143 0.013
C 1.475 -2.352 -1.254 -0.635
O 1.561 -2.658 -2.468 0.065
O 0.876 -1.263 -0.873 -0.365
H 2.611 -4.043 -0.560 0.105
H 1.224 -3.566 0.486 0.091
H 2.710 -2.596 0.506 0.078
```

Values from the calculation:
HOMO level (alpha / beta)	-0.5458 / -0.5461	hartree
⟨S²⟩	3.78
largest force on an atom	7.34	eV/A
2S+1	4
charge	+2
DFT total energy	-2438.18693	hartree
LUMO (alpha / beta)	-0.4254 / -0.4184	Eh
HOMO-LUMO gap (alpha / beta)	3.28 / 3.48	eV

No. 2
ORCA calculation (wB97M-V/def2-TZVPD) on a structure of composition C27H42CeCl2NP in a non-equilibrium geometry.

XYZ file:
```
74
Properties=species:S:1:pos:R:3:lowdin_charge:R:1
P -1.970 -0.647 -4.061 1.135
C -3.168 -2.113 -4.000 -0.452
C -4.038 -2.421 -5.223 -0.214
C -5.069 -3.510 -4.879 -0.205
C -4.391 -4.781 -4.356 -0.214
C -3.490 -4.474 -3.156 -0.197
C -2.464 -3.380 -3.497 -0.216
C -0.595 -1.094 -5.287 -0.447
C -0.978 -1.748 -6.612 -0.213
C 0.251 -1.834 -7.540 -0.206
C 1.402 -2.589 -6.868 -0.215
C 1.764 -1.964 -5.518 -0.196
C 0.538 -1.871 -4.593 -0.214
C -2.959 0.597 -5.048 -0.487
C -4.223 0.978 -4.260 -0.225
C -5.055 2.035 -5.000 -0.207
C -4.221 3.281 -5.316 -0.215
C -2.960 2.909 -6.100 -0.207
C -2.125 1.850 -5.363 -0.215
H -3.849 -1.778 -3.191 0.107
H -3.405 -2.774 -6.050 0.097
H -4.557 -1.522 -5.582 0.092
H -5.679 -3.737 -5.762 0.102
H -5.752 -3.122 -4.111 0.113
H -5.143 -5.529 -4.085 0.101
H -3.782 -5.217 -5.160 0.110
H -4.109 -4.130 -2.316 0.116
H -2.970 -5.379 -2.825 0.108
H -1.842 -3.151 -2.618 0.106
H -1.790 -3.755 -4.283 0.100
H -0.195 -0.089 -5.513 0.095
H 0.580 -0.815 -7.788 0.111
H -1.789 -1.197 -7.111 0.102
H -1.346 -2.769 -6.426 0.100
H -0.026 -2.318 -8.484 0.102
H 2.278 -2.609 -7.525 0.101
H 1.099 -3.633 -6.711 0.111
H 2.556 -2.542 -5.028 0.111
H 2.161 -0.953 -5.683 0.115
H 0.807 -1.381 -3.646 0.088
H 0.195 -2.887 -4.345 0.101
H -3.263 0.132 -6.009 0.101
H -4.841 0.091 -4.060 0.095
H -3.913 1.375 -3.282 0.118
H -5.429 1.603 -5.938 0.111
H -5.931 2.301 -4.399 0.104
H -3.929 3.764 -4.374 0.112
H -4.818 4.008 -5.876 0.101
H -2.346 3.797 -6.284 0.104
H -3.250 2.511 -7.082 0.110
H -1.246 1.592 -5.967 0.097
H -1.753 2.269 -4.416 0.120
Ce -0.146 0.177 -0.015 -0.005
Cl 1.121 1.240 -1.874 -0.086
Cl -2.114 -1.266 0.482 -0.072
C 1.470 -0.901 1.048 -0.377
H 1.908 -0.278 1.853 -0.011
C 1.946 -2.102 0.574 -0.398
C 3.242 -2.436 1.010 -0.105
C 3.804 -3.621 0.605 -0.147
C 3.106 -4.502 -0.236 -0.171
C 1.812 -4.183 -0.670 -0.145
C 1.210 -2.995 -0.287 -0.084
H 3.748 -1.729 1.657 0.091
H 4.801 -3.869 0.948 0.078
H 1.261 -4.868 -1.308 0.082
H 0.182 -2.744 -0.577 0.055
H 3.567 -5.437 -0.544 0.063
C 0.749 2.365 4.252 -0.042
C 0.440 1.910 2.926 -0.131
N 0.197 1.483 1.857 0.062
H -0.163 2.705 4.756 0.091
H 1.311 3.305 4.206 0.091
H 1.269 1.577 4.829 0.107
```

Values from the calculation:
HOMO level (alpha / beta)	-0.0606 / -0.0607	hartree
⟨S²⟩	0.75
largest force on an atom	6.28	eV/A
2S+1	2
relative energy (zero: lowest compared OMol25 entry of this formula, charge and spin)	113.08	kJ/mol
charge	-1
DFT total energy	-2845.69481	hartree
LUMO (alpha / beta)	0.0755 / 0.0753	Eh
HOMO-LUMO gap (alpha / beta)	3.70 / 3.70	eV

No. 3
ORCA calculation (wB97M-V/def2-TZVPD) on an isolated molecule of C5H11NO.

XYZ file:
```
18
Properties=species:S:1:pos:R:3:lowdin_charge:R:1
C -1.145 -1.547 1.865 -0.056
C -0.858 -0.352 0.990 -0.351
C 0.308 0.559 1.112 -0.116
N 0.226 -0.416 0.030 -0.083
C -0.125 0.084 -1.288 -0.205
C 1.050 0.712 -2.027 -0.254
O 1.613 1.821 -1.352 -0.072
H -1.693 -2.308 1.296 0.074
H -1.763 -1.254 2.722 0.074
H -0.224 -2.007 2.237 0.078
H -1.748 0.158 0.596 0.134
H 1.104 0.367 1.832 0.109
H 0.139 1.611 0.879 0.109
H -0.492 -0.773 -1.871 0.125
H -0.959 0.810 -1.209 0.120
H 1.817 -0.044 -2.254 0.119
H 0.675 1.094 -2.981 0.117
H 2.077 1.484 -0.576 0.078
```

Values from the calculation:
HOMO level	-0.3421	hartree
largest force on an atom	0.40	eV/A
relative energy (zero: lowest compared OMol25 entry of this formula, charge and spin)	201.78	kJ/mol
DFT total energy	-327.05449	hartree
SMILES string	C[C@H]1CN1CCO
LUMO	0.0402	Eh
HOMO-LUMO gap	10.40	eV

No. 4
ORCA calculation (wB97M-V/def2-TZVPD) on a structure of composition C33H38BN7O5Tc in a non-equilibrium geometry.

XYZ file:
```
85
Properties=species:S:1:pos:R:3:lowdin_charge:R:1
Tc -1.895 -0.744 -2.118 1.627
C 7.444 -0.991 8.091 -0.082
O 7.663 -0.951 6.700 -0.075
C 6.597 -0.950 5.862 -0.270
C 6.892 -0.938 4.493 0.013
C 5.885 -0.931 3.559 -0.010
C 4.542 -0.932 3.951 -0.160
C 4.254 -0.953 5.315 -0.024
C 5.264 -0.961 6.261 -0.015
C 3.513 -0.911 2.936 -0.257
N 3.739 -0.880 1.640 0.192
C 2.520 -0.874 1.043 -0.165
C 1.515 -0.902 2.013 -0.130
N 2.170 -0.926 3.209 0.186
C 0.134 -0.916 1.709 -0.065
C -0.886 -0.964 2.665 0.024
C -2.188 -1.032 2.225 -0.014
C -2.450 -1.017 0.861 -0.112
N -1.507 -0.918 -0.065 -0.031
C -0.217 -0.896 0.336 -0.117
C 0.806 -0.871 -0.675 -0.138
N 0.395 -0.886 -1.955 0.034
C 1.286 -0.862 -2.923 -0.094
C 2.662 -0.832 -2.680 -0.008
C 3.117 -0.835 -1.381 0.027
C 2.183 -0.854 -0.340 -0.066
H 8.434 -1.011 8.543 0.095
H 6.895 -1.890 8.388 0.097
H 6.905 -0.105 8.441 0.097
H 7.930 -0.934 4.197 0.122
H 6.108 -0.922 2.504 0.113
H 3.234 -0.961 5.669 0.104
H 5.000 -0.973 7.308 0.105
H 1.740 -0.935 4.117 0.149
H -0.649 -0.962 3.718 0.116
H -3.006 -1.083 2.925 0.116
H -3.466 -1.072 0.506 0.107
H 0.900 -0.850 -3.931 0.115
H 3.353 -0.811 -3.509 0.115
H 4.168 -0.830 -1.134 0.122
B -1.724 -0.901 -6.677 -0.405
C -1.913 -0.726 -5.184 -0.136
N -2.015 -0.644 -4.024 -0.041
H -0.771 -0.248 -6.993 0.015
H -2.679 -0.489 -7.268 0.012
H -1.581 -2.070 -6.880 0.013
C -4.041 -0.249 -2.089 -0.193
H -4.320 0.233 -1.153 -0.013
H -4.709 -1.102 -2.206 -0.017
H -4.303 0.447 -2.890 0.008
C -4.460 3.859 -1.378 -0.063
C -3.319 4.214 -0.433 -0.174
C -1.976 3.636 -0.923 -0.305
C -0.875 4.012 0.099 -0.156
C 0.498 3.446 -0.244 -0.067
C -1.590 4.255 -2.247 -0.431
O -1.698 5.432 -2.498 0.111
N -1.018 3.380 -3.130 0.216
C -0.902 1.997 -2.989 -0.533
O -0.188 1.389 -3.760 0.047
N -1.600 1.395 -1.990 0.043
C -2.096 2.114 -0.951 -0.458
O -2.600 1.548 0.007 0.037
H -5.402 4.236 -0.988 0.078
H -4.538 2.780 -1.484 0.061
H -4.294 4.296 -2.360 0.081
H -3.522 3.796 0.555 0.117
H -3.224 5.297 -0.348 0.122
H -1.190 3.633 1.074 0.122
H -0.820 5.102 0.148 0.127
H 0.468 2.358 -0.308 0.067
H 1.213 3.721 0.529 0.078
H 0.863 3.836 -1.192 0.081
H -0.628 3.756 -3.989 0.173
C -3.943 -3.756 -0.958 -0.060
C -3.016 -3.721 -2.191 -0.535
C -3.855 -3.657 -3.480 -0.047
O -2.125 -2.679 -2.121 -0.355
H -4.580 -4.636 -1.005 0.076
H -4.561 -2.862 -0.938 0.056
H -3.351 -3.806 -0.046 0.067
H -2.427 -4.659 -2.194 0.136
H -4.115 -2.621 -3.681 0.053
H -4.758 -4.248 -3.363 0.073
H -3.296 -4.029 -4.334 0.077
```

Values from the calculation:
HOMO level (alpha / beta)	-0.3073 / -0.3076	hartree
⟨S²⟩	3.78
largest force on an atom	2.56	eV/A
2S+1	4
DFT total energy	-2145.57050	hartree
LUMO (alpha / beta)	-0.0368 / -0.0497	Eh
HOMO-LUMO gap (alpha / beta)	7.36 / 7.02	eV